{
  "formula": "C53H68KN8O5SSi",
  "method": "ωB97M-V with the def2-TZVPD basis set",
  "elements": ["K", "H", "N", "C", "N", "C", "H", "O", "H", "H", "C", "H", "C", "C", "C", "C", "H", "C", "N", "C", "H", "H", "H", "C", "H", "H", "H", "H", "O", "C", "C", "C", "S", "C", "H", "C", "H", "H", "N", "H", "H", "C", "C", "C", "H", "H", "H", "H", "C", "H", "H", "C", "H", "H", "C", "H", "C", "C", "Si", "H", "H", "C", "H", "H", "C", "C", "C", "C", "C", "H", "N", "H", "C", "C", "H", "C", "H", "C", "H", "H", "O", "N", "C", "H", "N", "C", "H", "C", "H", "H", "C", "C", "H", "H", "C", "H", "H", "H", "C", "H", "H", "C", "H", "H", "C", "H", "H", "N", "H", "C", "C", "H", "C", "H", "C", "H", "C", "O", "O", "C", "H", "H", "C", "H", "H", "C", "H", "C", "H", "H", "H", "C", "H", "H", "H", "C", "H"],
  "positions_angstrom": [[0.0127, -0.5656, 0.5112], [-0.3967, -2.4639, -5.7391], [-1.3105, -1.3210, -3.2761], [-2.3946, 2.1826, 1.0898], [-3.0590, 1.5165, 0.0846], [-4.5512, 2.6438, 2.1439], [-1.4261, -6.5114, -2.4367], [3.0608, -2.6802, 3.1915], [-4.3318, -0.5797, -3.9456], [4.6954, -0.5332, 3.0360], [2.0241, 1.5106, 5.6647], [1.2423, 0.6494, -5.6046], [-3.4947, -1.1159, -4.3981], [2.4564, -0.5187, 4.4664], [-2.2090, -4.6044, -1.8392], [-2.6170, -0.4198, 4.3057], [3.8437, -1.8709, 5.3526], [0.9507, -3.5255, -0.5598], [-0.6409, 1.1908, -3.9719], [-0.6537, -3.5386, -3.8836], [3.6935, -4.0501, -2.0701], [5.3220, 2.2975, -2.1058], [-2.7962, -5.0114, -1.0231], [-3.1871, 2.7749, 2.1337], [-1.5884, 5.3493, 1.2916], [2.2300, 2.3952, 8.2769], [-3.4488, -2.8635, -0.3218], [1.8360, 1.7750, -6.8469], [0.7190, -1.9192, 3.1935], [3.3376, -0.9200, 5.4554], [-0.4902, 3.5524, -3.3222], [2.2484, 0.9051, -1.8926], [2.1310, -1.5703, 3.0654], [1.2082, 3.9557, -5.5137], [-2.6881, 3.3248, 2.9226], [-5.1924, 1.9501, 1.1175], [-0.1501, 5.3911, 0.2624], [-1.2347, 2.3944, -1.6341], [1.8649, -4.3695, -1.1060], [-3.0270, -2.6909, 5.5873], [3.7275, 1.5236, 8.6263], [0.9956, 1.5346, -6.1949], [3.4447, -0.1567, 1.3451], [-0.6616, -4.9054, -3.6451], [-0.7442, 4.2828, 4.0814], [1.5076, 2.4615, 5.7387], [6.5969, 1.7663, -0.0315], [2.1988, -5.7455, 0.4602], [4.5620, 1.1461, -0.4464], [0.8419, 3.5091, 4.1261], [-5.3267, -0.3038, -0.7681], [-0.5065, 5.1839, 1.2758], [-1.2611, -2.6489, 5.3946], [1.2712, -6.3953, -0.9153], [-1.9603, -1.9530, 2.5617], [0.9308, -3.8264, 1.5439], [-3.0644, -2.3247, -1.1885], [-4.3834, 1.4263, 0.1138], [-0.0969, 3.4106, 1.7998], [1.1141, 1.0112, 3.7828], [-3.9220, -1.9341, -1.7384], [4.6200, -0.0608, 2.0672], [0.8225, -2.1267, -4.5289], [1.3637, 5.9807, -4.8196], [3.4274, 0.4568, 0.0332], [3.3220, 1.6321, -2.4515], [5.7342, 1.2301, 0.3460], [-2.2372, -3.2287, -2.0534], [-1.3937, 3.3463, -2.1421], [0.0338, -5.0840, 0.6501], [-2.3791, -1.7751, 3.8387], [-2.2465, -3.7820, 4.4531], [2.6241, -3.9365, -2.2622], [-0.1670, 3.4312, 3.7083], [6.6345, 0.6769, 2.1867], [4.4693, 1.7460, -1.7238], [2.3413, 3.9041, 1.7254], [3.5581, -0.0972, 6.5539], [4.2504, -0.4111, 7.3278], [3.2118, 2.0903, -3.4265], [-1.9320, -1.0475, 1.7495], [-1.0738, 2.2765, 1.0216], [3.1652, 2.0351, 7.8444], [-5.9153, 1.2355, -1.3997], [2.2619, -0.7393, 1.7558], [-2.1846, -0.6130, -3.8503], [-2.6189, 2.7686, -4.6814], [0.2468, -4.0111, 0.7043], [-0.0402, 5.9120, 1.9478], [2.0544, 2.1604, 1.7927], [0.6691, 2.6946, -5.2960], [-1.4335, -5.4438, -2.6230], [3.0073, -6.0912, -1.0581], [-0.6303, 2.5204, 4.1002], [0.9233, 5.0054, -4.6528], [0.1450, 1.2614, -6.8257], [0.8502, -3.6743, -5.4117], [-2.3714, -4.0351, 2.1380], [1.7956, 0.7000, 4.5672], [-5.1294, 3.0934, 2.9458], [-4.3042, 0.6321, -1.8640], [-0.1915, 2.5093, -4.2072], [-1.8368, -0.1301, 5.0172], [-1.2451, 4.1259, -1.3981], [2.9090, 1.1256, 6.6719], [-3.6098, -2.1800, -4.2065], [2.3574, -4.5239, -3.1458], [2.2916, 0.3557, -0.7068], [1.3236, 0.7832, -2.4531], [0.0870, 4.7962, -3.5681], [1.6968, 3.0989, 1.3570], [-6.2692, 1.8432, 1.0784], [-1.8553, 0.8568, -4.0721], [-0.7782, -3.7238, 2.8720], [-1.4538, -2.7102, -3.0876], [1.8730, 4.1055, -6.3576], [-5.0248, 0.7081, -1.0496], [-0.9424, -3.2760, 0.8618], [0.7396, -2.4147, -1.0132], [2.0812, -5.7186, -0.6234], [-2.6036, 0.2635, 3.4607], [-2.4996, -1.4680, -0.8103], [5.7450, 0.6286, 1.5689], [-0.0433, -5.5508, -4.2607], [-3.5457, -0.9447, -5.4767], [-2.2120, -2.7774, 4.8665], [-0.1231, 5.6072, -2.8801], [0.2059, -2.9241, -4.9514], [-2.4481, 3.3751, -2.4315], [-3.6860, 1.8549, -3.6024], [-3.5461, 1.3829, -5.2920], [-1.5074, -3.3564, 2.1500], [3.7399, 2.9125, 7.5387], [1.8201, 3.0266, 0.2724], [-3.5902, -0.3557, 4.7980], [-2.9880, 1.7744, -4.4400], [2.4028, -2.8902, -2.4505]],
  "forces_ev_per_a": [[-0.019, 1.075, -0.582], [-0.004, -0.005, 0.006], [-0.116, -0.079, 0.072], [-0.053, 0.162, -0.136], [0.031, -0.039, 0.087], [0.006, 0.025, 0.010], [0.002, 0.010, -0.005], [-0.020, -0.030, 0.002], [0.012, -0.018, 0.001], [-0.012, -0.001, 0.006], [0.001, 0.021, 0.053], [0.001, 0.017, 0.003], [-0.025, 0.015, -0.012], [0.000, 0.062, 0.028], [0.017, 0.058, 0.022], [-0.008, -0.006, 0.017], [-0.002, 0.001, -0.003], [0.024, 0.073, -0.070], [0.109, 0.097, -0.197], [-0.034, -0.013, -0.008], [-0.002, 0.006, 0.002], [0.001, -0.001, 0.008], [-0.004, -0.004, -0.012], [-0.001, -0.060, 0.019], [0.024, 0.000, 0.017], [0.007, -0.010, -0.011], [0.032, -0.016, -0.029], [-0.014, 0.007, -0.002], [0.072, -0.054, -0.006], [-0.026, 0.027, 0.009], [-0.001, 0.036, -0.011], [-0.050, 0.026, -0.023], [0.055, -0.078, 0.012], [0.019, -0.035, -0.010], [0.002, -0.021, -0.003], [0.029, -0.010, -0.055], [-0.008, -0.023, 0.016], [0.015, 0.016, 0.012], [0.007, -0.023, 0.094], [-0.003, 0.021, 0.004], [-0.006, 0.000, -0.008], [0.009, -0.020, -0.011], [-0.066, -0.022, -0.082], [0.002, -0.012, 0.003], [-0.017, -0.027, -0.006], [0.031, -0.080, 0.038], [-0.004, -0.001, 0.000], [-0.008, 0.001, -0.002], [0.055, 0.024, 0.000], [-0.096, 0.063, -0.077], [0.007, 0.002, 0.007], [0.009, 0.063, -0.009], [0.011, -0.005, -0.015], [0.002, 0.003, -0.007], [0.156, 0.034, -0.026], [0.011, -0.047, 0.011], [0.019, 0.020, 0.102], [0.001, 0.014, 0.027], [-0.014, -0.007, 0.009], [0.025, -0.038, 0.016], [-0.028, 0.056, -0.047], [0.068, -0.068, 0.001], [-0.006, -0.012, 0.013], [-0.002, -0.002, 0.001], [-0.070, 0.015, -0.043], [-0.048, -0.028, 0.025], [-0.029, -0.005, -0.032], [0.032, -0.022, 0.008], [-0.010, -0.017, 0.034], [-0.030, -0.005, -0.021], [-0.076, -0.055, -0.027], [-0.021, 0.004, -0.007], [-0.004, -0.029, -0.008], [-0.019, 0.043, 0.033], [0.000, -0.001, 0.003], [0.019, 0.008, -0.003], [-0.019, -0.020, 0.000], [0.004, 0.009, 0.001], [-0.007, 0.001, -0.002], [-0.003, 0.003, -0.001], [-1.041, -0.299, 0.536], [0.067, -0.222, -0.033], [0.001, 0.000, 0.008], [0.004, -0.003, 0.003], [0.566, 0.106, 0.206], [0.099, 0.147, -0.034], [-0.009, -0.024, -0.021], [-0.073, -0.056, -0.016], [-0.012, 0.003, -0.026], [-0.007, 0.045, -0.029], [0.045, 0.020, 0.020], [0.021, 0.003, -0.020], [0.000, -0.003, 0.002], [0.035, 0.020, 0.002], [-0.015, 0.014, 0.018], [-0.002, 0.003, 0.016], [0.003, 0.008, 0.006], [-0.008, -0.021, 0.010], [0.027, -0.014, -0.019], [-0.002, -0.002, -0.002], [-0.001, -0.027, 0.034], [-0.074, -0.125, 0.128], [0.003, 0.018, -0.018], [0.026, 0.027, 0.020], [0.007, -0.021, -0.004], [0.007, -0.018, 0.007], [-0.014, -0.001, -0.002], [0.204, -0.008, 0.030], [0.012, -0.002, 0.029], [0.020, -0.006, -0.001], [0.030, -0.046, -0.015], [0.009, 0.000, 0.002], [-0.114, -0.169, 0.083], [0.012, 0.023, 0.001], [0.077, 0.115, 0.023], [-0.006, 0.006, 0.007], [0.016, -0.040, -0.015], [0.123, 0.072, 0.044], [0.024, -0.486, -0.219], [0.042, 0.019, 0.008], [0.011, -0.009, -0.014], [-0.051, -0.071, -0.087], [-0.040, -0.032, 0.047], [-0.009, -0.002, 0.008], [0.003, 0.004, 0.012], [0.032, 0.006, 0.041], [0.002, -0.002, -0.006], [0.025, -0.002, 0.018], [0.047, 0.018, 0.019], [0.024, -0.005, -0.033], [0.013, 0.000, -0.010], [-0.028, -0.032, -0.017], [-0.005, -0.011, -0.003], [0.006, 0.015, 0.030], [0.014, -0.021, 0.023], [-0.072, 0.002, -0.028], [-0.015, 0.018, 0.005]],
  "mulliken_charge": [1.27, 0.35, 0.99, -0.03, 0.72, -0.78, 0.46, -0.83, 0.37, 0.42, -0.80, 0.21, -2.06, -0.60, -0.76, -0.77, 0.54, -0.51, 0.28, 1.15, 0.37, 0.34, 0.41, -0.71, 0.33, 0.35, 0.45, 0.43, -0.11, -0.38, 1.52, -0.87, 0.68, -0.89, 0.29, -1.11, 0.18, -0.03, 0.67, 0.39, 0.37, -1.43, -0.32, -0.94, 0.55, 0.45, 0.39, 0.34, 1.45, 0.30, 0.29, -1.13, 0.20, 0.23, 0.58, 0.75, -1.46, 0.65, 0.01, 0.07, 0.67, -0.63, 0.20, 0.41, -1.03, -0.35, -0.97, 1.21, -0.76, 0.69, 0.15, 0.35, -1.00, -1.37, 0.40, -1.41, 0.49, -0.83, 0.29, 0.50, -0.43, 0.58, -1.49, 0.54, 1.06, 0.84, 0.49, -1.61, 0.42, -0.12, 1.04, -1.03, 0.40, 0.33, -0.92, 0.31, 0.45, 0.48, -0.18, 0.37, -0.30, -0.60, 0.35, 0.08, 0.85, 0.43, 0.37, 1.01, 0.73, -1.16, -0.49, 0.45, 1.18, 0.75, -0.66, 0.36, -1.14, 0.32, 0.33, -1.10, -0.05, -0.17, -0.98, 0.38, 0.46, -1.00, 0.45, -1.62, 0.27, 0.22, 0.56, -1.73, 0.29, 0.01, 0.34, -2.08, 0.11],
  "homo_ev": -3.760,
  "energy_ev": -113267.212,
  "e_above_lowest_kj_mol": 0.00,
  "charge": -1
}